## i
C5H12N4O | ωB97M-V with the def2-TZVPD basis set

Calculated values
LUMO level: 0.9 eV
Kohn-Sham gap: 9.552 eV
HOMO level: -8.7 eV

```
! wB97M-V def2-TZVPD RIJCOSX def2/J DEFGRID3
* xyz 0 1
C 0.52 -0.71 0.40
C -1.57 -1.03 -0.80
C -1.43 0.74 1.06
C 1.54 0.45 -1.87
C -1.00 -0.66 0.64
N 1.25 -0.37 1.52
N 1.93 0.66 1.52
N 1.91 1.37 0.43
N 0.93 0.81 -0.59
O -1.41 -1.61 1.67
H 0.77 -1.67 -0.17
H -1.43 -0.21 -1.56
H -2.56 -1.18 -0.67
H -1.10 -1.90 -1.16
H -2.45 0.94 0.80
H -1.23 1.06 2.13
H -0.76 1.41 0.43
H 0.81 0.50 -2.60
H 2.44 1.02 -2.00
H 1.77 -0.63 -1.99
H 2.12 2.39 0.34
H -1.03 -1.38 2.46
*
```

## ii
C5H12N4O | ωB97M-V with the def2-TZVPD basis set

Calculated values
SMILES: C=C(N)N(NN=O)C(C)C
LUMO level: 0.7 eV
Kohn-Sham gap: 7.985 eV
HOMO level: -7.3 eV

```
! wB97M-V def2-TZVPD RIJCOSX def2/J DEFGRID3
* xyz 0 1
C 1.71 -1.82 -0.82
C 0.89 -1.27 0.11
N 0.44 -2.05 1.17
N 0.34 -0.05 -0.12
N 1.20 0.86 -0.65
N 2.43 0.99 -0.19
O 2.81 0.12 0.56
C -0.94 0.45 0.15
C -1.98 0.62 -1.01
C -0.91 1.65 1.01
H 2.48 -2.51 -0.46
H 1.59 -1.40 -1.73
H 0.03 -2.99 0.89
H -0.05 -1.84 1.96
H 0.92 1.51 -1.30
H -1.42 -0.37 0.59
H -1.71 1.22 -2.02
H -2.44 -0.38 -1.26
H -2.77 1.22 -0.47
H -1.79 1.90 1.51
H -0.71 2.59 0.39
H -0.12 1.55 1.68
*
```

Tell me which of them is the least stable. Sure, it is ii.

## i
C3H5NS3 | ωB97M-V with the def2-TZVPD basis set

Calculated values
SMILES: S=C1[C@@H](S)CN1S
LUMO level: -0.2 eV
Kohn-Sham gap: 8.500 eV
HOMO level: -8.7 eV

```
! wB97M-V def2-TZVPD RIJCOSX def2/J DEFGRID3
* xyz 0 1
S 0.30 2.80 -0.39
C 0.07 1.11 -0.43
C -0.89 0.07 0.16
S -2.39 -0.02 -0.87
C 0.06 -0.96 0.02
N 0.95 0.06 -0.66
S 2.68 -0.22 -0.72
H -1.04 0.56 1.14
H -3.29 -0.44 0.46
H -0.03 -1.96 -0.43
H 0.67 -1.17 1.05
H 2.90 0.17 0.67
*
```

## ii
C3H5NS3 | ωB97M-V with the def2-TZVPD basis set

Calculated values
SMILES: C=NSCSC=S
LUMO level: -0.5 eV
Kohn-Sham gap: 8.196 eV
HOMO level: -8.7 eV

```
! wB97M-V def2-TZVPD RIJCOSX def2/J DEFGRID3
* xyz 0 1
C -2.34 -1.33 -0.66
N -1.59 -0.99 0.31
S -1.18 0.57 0.45
C 0.59 0.14 1.27
S 2.13 0.04 0.36
C 1.99 1.22 -0.87
S 3.15 1.30 -2.04
H -2.26 -2.38 -1.00
H -2.79 -0.59 -1.18
H 0.65 1.09 1.86
H 0.49 -0.90 1.91
H 1.18 1.84 -0.42
*
```

Tell me which of them is the least stable. Sure, it is i.

## i
C3H11N2OS | ωB97M-V with the def2-TZVPD basis set

Calculated values
LUMO level: 4.1 eV
Kohn-Sham gap: 6.834 eV
HOMO level: -2.8 eV

```
! wB97M-V def2-TZVPD RIJCOSX def2/J DEFGRID3
* xyz -1 1
C -1.83 -0.08 0.79
C -1.86 -0.21 -0.73
S -0.37 0.35 -1.69
N -0.56 -0.20 1.55
C 0.43 0.88 1.37
N 1.77 0.43 1.52
H -2.46 -0.86 1.24
H -2.25 0.87 1.13
H -1.97 -1.25 -1.05
H -2.69 0.39 -1.12
H -0.10 -1.05 1.21
H 0.30 1.35 0.44
H 0.19 1.68 2.09
H 2.06 -0.21 0.80
H 1.95 0.10 2.46
H 2.05 -1.91 -1.45
H 1.75 -0.45 -1.02
O 2.46 -1.13 -1.07
*
```

## ii
C3H11N2OS | ωB97M-V with the def2-TZVPD basis set

Calculated values
LUMO level: 4.0 eV
Kohn-Sham gap: 6.570 eV
HOMO level: -2.6 eV

```
! wB97M-V def2-TZVPD RIJCOSX def2/J DEFGRID3
* xyz -1 1
N 0.16 1.36 -0.56
C -0.27 0.18 0.19
C -1.59 -0.36 -0.31
S -1.22 -1.42 -1.78
C -0.38 0.66 1.68
N 0.84 1.31 2.19
H 0.47 1.04 -1.46
H -0.60 2.01 -0.63
H 0.47 -0.60 0.10
H -2.06 -1.09 0.32
H -2.30 0.41 -0.66
H -1.20 1.37 1.79
H -0.59 -0.16 2.38
H 1.27 1.90 1.50
H 1.49 0.57 2.44
H 2.15 -0.12 0.64
H 2.58 -0.70 -0.77
O 2.89 -0.43 0.09
*
```

Tell me which of them is the least stable. Sure, it is i.

## i
C3H11N5 | ωB97M-V with the def2-TZVPD basis set

Calculated values
LUMO level (alpha / beta): 0.3 / 0.3 eV
Kohn-Sham gap (alpha / beta): 7.835 / 7.828 eV
HOMO level (alpha / beta): -7.5 / -7.5 eV

```
! wB97M-V def2-TZVPD RIJCOSX def2/J DEFGRID3
* xyz 0 1
C -1.00 0.30 2.26
N -0.55 -0.70 1.32
N -1.01 -0.22 -0.57
N -1.66 0.80 -0.48
H -0.99 -1.61 1.39
H -2.40 0.85 -1.17
H -1.54 -0.14 3.11
H -1.66 1.00 1.72
H -0.15 0.88 2.64
C 1.14 1.46 -0.85
N 0.91 0.05 -0.71
C 1.22 -1.94 -1.75
N 1.36 -0.66 -1.76
H 0.45 -0.65 0.99
H 1.75 1.68 -1.73
H 1.60 1.87 0.06
H 0.18 2.00 -0.96
H 0.74 -2.49 -0.93
H 1.61 -2.49 -2.59
*
```

## ii
C3H11N5 | ωB97M-V with the def2-TZVPD basis set

Calculated values
LUMO level: 0.5 eV
Kohn-Sham gap: 8.702 eV
HOMO level: -8.2 eV

```
! wB97M-V def2-TZVPD RIJCOSX def2/J DEFGRID3
* xyz 0 1
C -0.15 -2.03 -0.64
C 0.17 -0.17 0.60
C -0.58 0.57 -1.76
H -1.12 -2.66 -0.87
H 0.82 -2.91 -0.30
H 0.08 -1.21 -1.65
H 1.11 1.29 1.82
H -0.13 -1.23 2.81
H -1.01 0.25 3.40
H -0.86 1.93 -1.85
H -1.61 -0.14 -1.73
H -0.06 0.53 -2.83
H 1.45 2.04 -1.38
H 0.34 2.51 -0.31
N -0.40 -1.37 0.67
N 0.28 0.59 1.90
N 0.09 -0.13 3.08
N 0.48 0.47 -0.57
N 1.09 1.67 -0.40
*
```

Tell me which of them is the least stable. Sure, it is ii.

## i
C3H11NO3 | ωB97M-V with the def2-TZVPD basis set

Calculated values
SMILES: CNCC=O.O.O
LUMO level: 0.4 eV
Kohn-Sham gap: 9.503 eV
HOMO level: -9.1 eV

```
! wB97M-V def2-TZVPD RIJCOSX def2/J DEFGRID3
* xyz 0 1
C 0.14 -1.28 -0.52
N 0.88 -0.50 -1.61
C 0.82 0.95 -1.35
C -0.48 1.54 -0.71
O -0.33 2.46 0.04
H 0.58 -2.29 -0.24
H 0.09 -0.90 0.48
H -0.82 -1.60 -0.88
H 1.77 -0.89 -1.81
H 1.07 1.55 -2.33
H 1.71 1.23 -0.81
H -1.44 1.06 -0.90
O -2.99 -0.33 0.65
H -3.18 0.21 1.33
H -3.01 -1.37 0.90
O 1.98 -0.12 2.98
H 1.22 0.51 2.81
H 2.01 -0.23 1.98
*
```

## ii
C3H11NO3 | ωB97M-V with the def2-TZVPD basis set

Calculated values
SMILES: C=CN=C.O.O.O
LUMO level: -0.2 eV
Kohn-Sham gap: 8.951 eV
HOMO level: -9.1 eV

```
! wB97M-V def2-TZVPD RIJCOSX def2/J DEFGRID3
* xyz 0 1
C -2.83 0.94 1.42
C -1.56 0.46 1.36
N -1.40 -0.96 1.13
C -0.51 -1.44 1.92
H -3.57 0.39 0.85
H -3.04 1.58 2.25
H -0.65 0.93 1.70
H -0.57 -2.30 2.59
H 0.50 -1.01 1.97
O -0.89 -1.17 -1.59
H -0.84 -0.85 -0.68
H -1.46 -0.54 -2.05
O 3.53 2.41 -1.98
H 3.11 2.69 -2.79
H 3.52 1.46 -2.12
O 2.17 -0.60 -0.96
H 1.29 -0.97 -1.00
H 2.15 0.05 -0.26
*
```

Tell me which of them is the least stable. Sure, it is ii.

## i
C3H11NO3 | ωB97M-V with the def2-TZVPD basis set

Calculated values
SMILES: CN(C)C=O.O.O
LUMO level: 0.4 eV
Kohn-Sham gap: 10.077 eV
HOMO level: -9.7 eV

```
! wB97M-V def2-TZVPD RIJCOSX def2/J DEFGRID3
* xyz 0 1
C -1.07 0.67 0.45
N -0.81 0.63 -0.99
C -0.35 -0.65 -1.60
C -1.69 1.44 -1.72
O -2.59 2.02 -1.19
H -0.22 0.26 1.08
H -1.96 0.19 0.71
H -0.85 1.66 0.78
H -1.19 -1.21 -2.22
H -0.20 -1.34 -0.86
H 0.20 -0.53 -2.60
H -1.45 1.49 -2.74
O 3.00 -2.67 3.34
H 3.58 -2.17 2.73
H 2.10 -2.23 3.20
O 2.20 -0.45 0.75
H 1.78 0.42 0.75
H 1.67 -0.92 0.10
*
```

## ii
C3H11NO3 | ωB97M-V with the def2-TZVPD basis set

Calculated values
SMILES: CCC(N)=O.O.O
LUMO level: 0.5 eV
Kohn-Sham gap: 10.756 eV
HOMO level: -10.2 eV

```
! wB97M-V def2-TZVPD RIJCOSX def2/J DEFGRID3
* xyz 0 1
C 0.82 -0.25 1.97
C -0.02 -0.76 0.77
C 0.24 -2.06 -0.13
N 1.18 -1.75 -1.17
O -0.27 -3.12 -0.06
H 0.16 0.30 2.68
H 1.23 -1.01 2.75
H 1.63 0.42 1.73
H 0.12 0.08 0.01
H -1.07 -0.74 1.12
H 1.77 -1.04 -1.12
H 1.37 -2.55 -1.85
O -0.53 7.22 0.38
H -1.33 6.70 0.71
H 0.00 6.38 0.41
O -2.02 -2.39 -2.78
H -1.60 -2.90 -3.45
H -1.69 -2.53 -1.95
*
```

Tell me which of them is the least stable. Sure, it is i.